# C42H36BInN4OP2

A molecular structure, C42H36BInN4OP2 (ωB97M-V with the def2-TZVPD basis set, the OMol25 dataset).

Largest force on an atom = 3.30 eV/A
HOMO level = -13.95 eV
M = 800.4 Da
2S+1 = 1
Net charge = +2

Last column: Mulliken charge in e.
Cartesian coordinates (Å):
In -0.60284 0.80294 -0.80137  1.137
O 1.61241 0.41132 0.96486  1.002
C 2.77954 0.95340 0.46059  -1.152
C 3.60966 1.82872 1.21141  -0.533
C 4.63993 2.52011 0.53826  -1.047
C 4.82704 2.31478 -0.79925  -0.716
C 4.03147 1.39102 -1.50743  -1.188
C 2.93764 0.74863 -0.87041  0.778
P 1.58367 -0.09551 -1.71358  1.954
C 1.46610 -1.81227 -1.22133  -0.751
C 2.59037 -2.48137 -0.81281  0.109
C 2.53842 -3.74437 -0.24508  -0.788
C 1.33779 -4.33290 -0.00839  -0.581
C 0.17167 -3.74195 -0.45269  -0.154
C 0.23112 -2.48425 -1.06061  -1.018
C 1.92215 -0.22144 -3.49485  0.459
C 2.18551 -1.52096 -3.98878  -0.243
C 2.51282 -1.67230 -5.33911  -0.807
C 2.44735 -0.56168 -6.18868  -0.488
C 2.07841 0.72192 -5.70850  -1.022
C 1.94194 0.89122 -4.32822  -0.206
C 1.60902 -0.73970 1.77338  0.536
C 2.73534 -1.11595 2.52575  -0.864
C 2.64532 -2.25278 3.28860  -0.695
C 1.45325 -2.95590 3.35756  -1.339
C 0.37437 -2.60936 2.53672  -1.511
C 0.40867 -1.43038 1.77022  1.428
P -1.13783 -0.63254 1.18813  0.691
C -1.55568 0.49212 2.52132  -0.079
C -0.93908 0.53413 3.74725  -0.295
C -1.44158 1.27463 4.76319  -0.968
C -2.55864 2.07479 4.47910  -0.573
C -3.21845 2.08702 3.29027  -1.048
C -2.64823 1.29461 2.27890  0.286
C -2.59583 -1.78361 1.18491  0.791
C -3.35772 -1.87505 2.32811  -0.461
C -4.27257 -2.85757 2.51634  -0.702
C -4.60059 -3.74277 1.49739  -0.760
C -3.91221 -3.60071 0.23833  -0.972
C -2.94416 -2.60927 0.11616  -0.410
H 3.44481 1.92587 2.27467  0.650
H 5.14804 3.33346 0.93386  0.480
H 5.60517 2.85867 -1.31438  0.485
H 4.16581 1.14323 -2.57094  0.550
H 3.51131 -1.90818 -0.85654  0.600
H 3.49673 -4.19439 0.08355  0.407
H 1.29947 -5.29647 0.52367  0.424
H -0.81330 -4.25055 -0.27824  0.411
H -0.69153 -2.00074 -1.34470  0.998
H 2.22351 -2.41072 -3.29814  0.281
H 2.67195 -2.66834 -5.68061  0.475
H 2.56175 -0.68944 -7.28754  0.371
H 2.07014 1.51370 -6.44686  0.439
H 1.78160 1.92049 -3.92852  0.334
H 3.68978 -0.59278 2.43135  0.493
H 3.56422 -2.53050 3.82306  0.406
H 1.52243 -3.86058 3.92114  0.466
H -0.49079 -3.22629 2.61009  0.554
H -0.17241 -0.11349 3.88850  0.737
H -0.89797 1.46424 5.65995  0.459
H -2.90224 2.71454 5.27175  0.407
H -4.04732 2.73976 3.09308  0.514
H -3.04174 1.33883 1.25589  0.351
H -2.97003 -1.21056 3.13820  0.405
H -4.74385 -2.89082 3.47267  0.495
H -5.24195 -4.59615 1.66914  0.416
H -4.02346 -4.30270 -0.55307  0.504
H -2.51515 -2.52716 -0.90253  0.475
B -1.08653 3.53981 -2.24701  0.370
N -2.42983 2.65887 -2.25297  0.105
C -3.69032 2.97567 -2.45758  -0.083
C -4.50363 1.86385 -2.20694  -1.215
C -3.62447 0.86060 -1.85038  -0.284
N -2.33429 1.36843 -1.88207  0.146
N -0.71061 3.79813 -0.77027  -0.269
C -0.63525 4.87165 -0.01684  -0.104
C -0.27668 4.51269 1.27367  -1.406
C 0.00754 3.18088 1.23065  0.013
N -0.23670 2.72973 -0.00782  0.731
H -0.19543 2.87451 -2.71943  -0.265
H -1.11569 4.62711 -2.79848  -0.061
H -3.95098 3.97428 -2.78063  0.507
H -5.58054 1.73744 -2.36651  0.427
H -3.73189 -0.15910 -1.59897  0.637
H -0.98595 5.77893 -0.42139  0.536
H -0.17982 5.13699 2.15208  0.491
H 0.17049 2.51984 2.09674  0.338

# C4H9NO2S

C4H9NO2S in the gas phase (ωB97M-V with the def2-TZVPD basis set, the OMol25 dataset).

Largest force on an atom = 2.36 eV/A
SMILES string = CO/C=N/SCCO
HOMO level = -8.31 eV
M = 135.2 Da
2S+1 = 1
Energy above the lowest of the compared OMol25 structures with the same formula, charge and spin = 217.2 kJ/mol

Last column: natural (NBO) charge in e.
Cartesian coordinates (Å):
C -2.69055 0.88411 0.18918  -0.264
O -2.87984 -0.47263 -0.16392  -0.475
C -1.74005 -1.17645 -0.16956  0.395
N -0.58848 -0.59064 -0.04070  -0.690
S 0.69552 -1.77455 -0.07331  0.339
C 2.12267 -0.76683 0.48130  -0.567
C 2.34703 0.48341 -0.41969  -0.068
O 1.56307 1.53087 -0.02691  -0.717
H -2.23280 0.89832 1.19471  0.197
H -3.64400 1.37662 0.24275  0.195
H -2.13540 1.40021 -0.56818  0.188
H -1.92347 -2.20044 -0.53620  0.173
H 1.86431 -0.44519 1.49845  0.228
H 3.04933 -1.42247 0.51083  0.239
H 2.12867 0.19119 -1.48467  0.159
H 3.41542 0.78617 -0.40952  0.179
H 0.64856 1.29830 -0.22454  0.487

# C40H37GeN2O7PY

A molecular structure, C40H37GeN2O7PY (ωB97M-V with the def2-TZVPD basis set, the OMol25 dataset).

Largest force on an atom = 0.72 eV/A
HOMO level = -3.64 eV
M = 850.2 Da
2S+1 = 1
Energy above the lowest of the compared OMol25 structures with the same formula, charge and spin = 68.3 kJ/mol
Net charge = -1

Last column: Mulliken charge in e.
Cartesian coordinates (Å):
Y 0.37325 -1.14251 -0.10227  0.123
O 3.68526 -2.74818 1.40076  -0.754
C 3.05759 -1.70524 1.50450  0.278
O 2.52324 -1.03350 0.53885  -0.510
C 2.76847 -1.10223 2.88814  -1.048
P 1.16080 -0.22326 2.74164  1.552
C 0.59655 -0.08067 4.47239  0.349
C 1.26057 0.71449 5.40562  -0.481
C 0.83925 0.74999 6.72629  -0.663
C -0.25181 -0.01121 7.12602  -0.434
C -0.92389 -0.79719 6.20233  -0.647
C -0.50481 -0.82709 4.87907  -0.262
C 1.63392 1.49713 2.33494  0.372
C 2.89003 1.84731 1.84788  -0.471
C 3.16383 3.16041 1.48416  -0.446
C 2.18506 4.13422 1.60000  -0.545
C 0.92917 3.79196 2.08271  -0.627
C 0.65071 2.48418 2.44504  -0.452
H 3.58705 -0.44779 3.19607  0.501
H 2.69693 -1.89447 3.63347  0.453
H 2.10348 1.31809 5.08920  0.352
H 1.35867 1.37410 7.44276  0.401
H -0.58353 0.01724 8.15665  0.370
H -1.78733 -1.37563 6.50661  0.384
H -1.05594 -1.39622 4.14130  0.363
H 3.65530 1.09666 1.70249  0.168
H 4.14067 3.41308 1.09054  0.382
H 2.39430 5.15299 1.29830  0.371
H 0.15206 4.54242 2.15720  0.428
H -0.33698 2.21160 2.79768  0.271
C 0.94467 -4.54630 2.14961  -1.311
C 1.09546 -4.55533 0.67173  0.289
N 0.79676 -3.55636 -0.13830  -0.222
C 1.21916 -3.92713 -1.39741  0.294
C 1.74178 -5.18425 -1.34435  -0.110
N 1.65362 -5.55849 -0.02606  -0.005
C 2.31789 -6.13030 -2.32841  0.459
O 2.35577 -5.73573 -3.57927  -0.567
O 2.70489 -7.21605 -1.95114  -0.656
C 1.14477 -2.94901 -2.53169  0.806
O 1.40651 -3.34301 -3.67407  -0.902
O 0.80857 -1.77812 -2.18349  -0.146
H 0.17790 -3.82950 2.43994  0.210
H 1.89346 -4.24167 2.59625  0.202
H 0.66628 -5.52724 2.53392  0.487
H 2.00889 -6.43826 0.31539  0.224
H 1.95737 -4.80303 -3.69171  0.470
C -3.43502 0.80904 2.59634  -0.951
O -2.04677 0.62053 2.57742  -0.209
H -3.71164 1.87104 2.64319  0.282
H -3.84842 0.31710 3.48170  0.245
H -3.91974 0.38386 1.71033  0.294
H -1.72066 0.66834 1.62411  -0.159
C -1.32669 0.30447 -0.18783  -0.727
Ge -1.36286 1.07055 -1.92414  1.186
C -2.13271 -0.12653 -3.30997  0.036
C -1.39994 -0.85297 -4.24839  0.145
C -2.01757 -1.74977 -5.11428  -0.784
C -3.39131 -1.93635 -5.06564  -0.443
C -4.14194 -1.22419 -4.13740  -0.665
C -3.51468 -0.33547 -3.27516  -0.242
C 0.50656 1.43376 -2.44953  -0.659
C 0.92514 1.62634 -3.76908  0.119
C 2.26736 1.76658 -4.08566  -0.666
C 3.23352 1.71116 -3.08586  -0.820
C 2.84142 1.54638 -1.76856  -0.539
C 1.48915 1.42673 -1.46416  0.523
C -2.37348 2.76446 -2.14378  0.041
C -2.82519 3.26503 -3.36330  -0.192
C -3.51121 4.47156 -3.43653  -0.650
C -3.76071 5.20076 -2.28121  -0.393
C -3.32447 4.71434 -1.05566  -0.603
C -2.63975 3.50648 -0.99254  -0.448
H -2.34774 -0.10149 -0.04335  0.809
H -0.32028 -0.76202 -4.28484  0.287
H -1.41292 -2.31139 -5.81663  0.420
H -3.87350 -2.63497 -5.73919  0.359
H -5.21583 -1.36243 -4.08334  0.375
H -4.12038 0.20740 -2.55472  0.319
H 0.19046 1.65487 -4.56716  0.380
H 2.56868 1.90440 -5.11758  0.372
H 4.28327 1.79392 -3.33966  0.374
H 3.57601 1.50079 -0.97426  0.345
H 1.18809 1.38951 -0.41506  0.365
H -2.65264 2.69940 -4.27395  0.309
H -3.85537 4.84039 -4.39611  0.380
H -4.29744 6.14059 -2.33605  0.347
H -3.52060 5.27330 -0.14747  0.398
H -2.30384 3.11359 -0.03632  0.142